[1]
Here is a cluster of 2 separate species, C5H9NO in total at a distorted geometry from OMol25. Energies are from the ωB97M-V functional and the def2-TZVPD basis.

CARTESIAN COORDINATES (ANGSTROEM)
1 C 1.1262 2.0875 1.3340
2 C -0.1777 -0.6867 -0.0152
3 C 0.0792 -0.5583 -1.4571
4 C -1.3443 -1.5023 0.3256
5 O -2.0729 -2.0908 -0.7341
6 C 2.0866 1.9766 0.2398
7 N 2.8314 1.8735 -0.6402
8 H 0.4877 1.1959 1.2974
9 H 1.6506 2.1294 2.2918
10 H 0.5258 2.9929 1.2138
11 H 0.7280 0.2835 -1.7144
12 H -0.7909 -0.6464 -2.1194
13 H 0.6804 -1.4733 -1.6353
14 H -1.0179 -2.2507 1.0686
15 H -1.9579 -0.7818 0.9045
16 H -2.8345 -2.5493 -0.3598

Frontier orbital gap = 8.831 eV
Strongest force on any atom = 1.17 eV Å⁻¹

Results of the Mulliken charge analysis, in e, for atoms 1 through 8: -0.466, -0.253, -0.868, -0.235, -0.503, 0.366, -0.433, 0.109


[2]
Here is a cluster of 10 separate species, C21H55FN20O15S in total at a distorted geometry from OMol25. Energies are from the ωB97M-V functional and the def2-TZVPD basis.

CARTESIAN COORDINATES (ANGSTROEM)
1 C -1.4901 -5.7559 2.8623
2 S -1.3195 -4.9215 4.4051
3 O -0.6009 -5.7632 5.3255
4 O -2.6166 -4.4624 4.8118
5 C -0.2429 -3.5007 4.1418
6 C 0.6358 -3.5069 2.8962
7 O 1.1285 -4.4087 2.3058
8 O 0.7856 -2.2065 2.4756
9 C 0.3603 -1.4045 3.5886
10 C 0.3143 0.0755 3.3031
11 O -0.6834 0.6865 3.1001
12 N 1.6236 0.7592 3.2677
13 C 2.2404 0.8613 4.5163
14 O 2.0469 1.6904 5.3378
15 F 3.1549 -0.1062 4.7162
16 C -0.9129 -2.1082 4.0502
17 C -1.6091 -1.5066 5.2670
18 C -3.1378 -1.4865 5.1935
19 C -3.7138 -1.0532 3.8373
20 C -5.1208 -0.4773 4.0146
21 C -6.1771 -1.5428 4.3346
22 N -7.5009 -1.2912 3.7470
23 H -1.9189 -6.7221 3.1100
24 H -0.5286 -5.8692 2.3790
25 H -2.1825 -5.1768 2.2528
26 H 0.3716 -3.4923 5.0449
27 H 1.1157 -1.5842 4.3642
28 H 2.2360 0.2100 2.6638
29 H -1.5280 -2.1314 3.1455
30 H -1.2414 -0.4980 5.4498
31 H -1.3263 -2.1100 6.1337
32 H -3.5651 -2.4419 5.4755
33 H -3.4826 -0.7663 5.9388
34 H -3.0844 -0.3135 3.3467
35 H -3.8248 -1.9488 3.2230
36 H -5.1140 0.2378 4.8396
37 H -5.4331 0.0903 3.1370
38 H -5.8391 -2.5082 3.9563
39 H -6.3190 -1.6317 5.4111
40 H -7.6724 -0.3045 3.6212
41 H -7.6076 -1.7806 2.8724
42 N -2.2168 -2.7772 -1.7474
43 C -1.8394 -2.9187 -0.4501
44 N -0.5218 -2.6354 -0.2247
45 O -2.5966 -3.2611 0.4514
46 H -1.5629 -2.4756 -2.4519
47 H -3.1699 -2.9552 -1.9991
48 H -0.2196 -2.7083 0.7259
49 H 0.1222 -2.3749 -0.9546
50 N 1.0015 0.3348 -1.6507
51 C 1.1322 -0.3702 -2.7993
52 N 1.9395 0.1767 -3.7515
53 O 0.5700 -1.4500 -2.9896
54 H 1.4642 1.2171 -1.4686
55 H 0.3997 -0.0501 -0.9462
56 H 2.0342 -0.3323 -4.6121
57 H 2.4234 1.0464 -3.6394
58 N -6.4233 4.0385 6.4977
59 C -6.6353 3.1682 5.4618
60 N -6.5330 3.7141 4.2094
61 O -6.8946 1.9934 5.6415
62 H -6.2107 5.0091 6.3729
63 H -6.4920 3.6681 7.4267
64 H -6.6810 3.1014 3.4302
65 H -6.3208 4.6780 4.0395
66 N 3.9098 -2.8817 -7.6543
67 C 2.8951 -2.4635 -6.8518
68 N 2.9724 -2.8597 -5.5491
69 O 1.9656 -1.7731 -7.2590
70 H 4.6801 -3.4513 -7.3451
71 H 3.8722 -2.6103 -8.6175
72 H 2.2247 -2.5806 -4.9359
73 H 3.7192 -3.4189 -5.1838
74 N 6.6378 -4.2767 -10.3603
75 C 6.8852 -4.4993 -9.0358
76 N 8.1753 -4.3063 -8.6351
77 O 6.0063 -4.8517 -8.2629
78 H 7.3403 -3.9917 -11.0153
79 H 5.7004 -4.4249 -10.6835
80 H 8.3850 -4.4691 -7.6684
81 H 8.9109 -4.0211 -9.2525
82 N 2.6182 1.3925 -8.3417
83 C 1.9196 2.5246 -8.0617
84 N 0.6075 2.3342 -7.7427
85 O 2.4327 3.6387 -8.0946
86 H 2.2191 0.4673 -8.3096
87 H 3.5872 1.4966 -8.5744
88 H 0.0611 3.1455 -7.5253
89 H 0.1774 1.4288 -7.7042
90 N 0.8015 2.9879 7.8760
91 C -0.2313 3.8430 8.1367
92 N -1.1092 4.0197 7.0971
93 O -0.3693 4.4093 9.2060
94 H 0.9208 2.5196 6.9971
95 H 1.4642 2.8317 8.6110
96 H -1.8812 4.6388 7.2516
97 H -1.0146 3.5650 6.2092
98 N 2.2722 4.6465 0.7070
99 C 2.4185 3.9229 -0.4363
100 N 3.2582 4.4418 -1.3698
101 O 1.8216 2.8651 -0.6114
102 H 2.7385 5.5177 0.8717
103 H 1.6505 4.2843 1.4054
104 H 3.3625 3.9303 -2.2239
105 H 3.7434 5.3118 -1.2622
106 N 2.8541 5.4472 -5.4953
107 C 1.9018 6.3055 -5.0294
108 N 0.9702 6.6758 -5.9611
109 O 1.8700 6.7109 -3.8779
110 H 2.8665 5.1034 -6.4418
111 H 3.5645 5.1524 -4.8556
112 H 0.2491 7.3054 -5.6655
113 H 0.9851 6.3500 -6.9096

SMILES = CS(=O)(=O)[C@H]1C(=O)O[C@@H](C(=O)NC(=O)F)[C@@H]1CCCCCN.NC(N)=O.NC(N)=O.NC(N)=O.NC(N)=O.NC(N)=O.NC(N)=O.NC(N)=O.NC(N)=O.NC(N)=O
Frontier orbital gap = 7.895 eV
Strongest force on any atom = 1.09 eV Å⁻¹

Results of the Mulliken charge analysis, in e, for atoms 1 through 8: -1.055, 1.380, -0.748, -0.591, -0.485, 0.448, -0.585, -0.404


[3]
Here is the ion C4H8N3OS with charge +1 at a distorted geometry from OMol25. Energies are from the ωB97M-V functional and the def2-TZVPD basis.

CARTESIAN COORDINATES (ANGSTROEM)
1 C 1.4444 -1.2546 1.8476
2 S 1.7281 -1.3513 0.1611
3 N 0.3348 -0.6085 -0.4519
4 C -1.1023 -0.8975 -0.0644
5 N -1.9662 -0.0411 -0.4161
6 C -1.6237 1.2684 -0.6170
7 N -0.1892 1.4838 -0.8685
8 O 0.4657 2.4412 -0.4624
9 C 0.5452 0.3223 -1.4748
10 H 2.0799 -0.6003 2.2888
11 H 1.5221 -2.1928 2.2978
12 H 0.4350 -0.9860 2.0904
13 H -1.3752 -1.7981 0.4611
14 H -2.3048 1.8525 -1.2506
15 H -1.6249 1.8026 0.3832
16 H 1.5957 0.5913 -1.4139
17 H 0.0354 -0.0317 -2.5103

SMILES = CSN1C=NC[N+](=O)C1
Frontier orbital gap (spin up / spin down) = 6.258 / 6.268 eV
Strongest force on any atom = 4.07 eV Å⁻¹
Charge = +1

Results of the Mulliken charge analysis, in e, for atoms 1 through 8: -0.855, 0.056, -0.055, -0.043, -0.371, -0.357, 0.630, -0.341


[4]
Here is a structure of composition C4H3BrO at a distorted geometry from OMol25. Energies are from the ωB97M-V functional and the def2-TZVPD basis.

CARTESIAN COORDINATES (ANGSTROEM)
1 C 0.9154 0.4429 -0.2074
2 C 0.3836 -0.3077 0.7641
3 C -0.9300 -0.4258 0.1777
4 C -0.3919 0.3643 -0.9879
5 O -1.9667 -0.9361 0.4292
6 Br 1.3617 -1.0122 3.4011
7 H 1.8577 0.7488 -0.5008
8 H -1.0580 1.3131 -1.2450
9 H -0.1718 -0.1874 -1.8309

Frontier orbital gap (spin up / spin down) = 7.138 / 7.125 eV
Strongest force on any atom = 3.38 eV Å⁻¹

Results of the Mulliken charge analysis, in e, for atoms 1 through 8: -0.360, 0.008, 0.357, -0.184, -0.447, -0.261, 0.415, 0.247


[5]
Here is a cluster of 9 separate species, C4H25N2O10 in total at a distorted geometry from OMol25. Energies are from the ωB97M-V functional and the def2-TZVPD basis.

CARTESIAN COORDINATES (ANGSTROEM)
1 C 0.0484 1.4706 -1.5869
2 N 0.7570 2.3945 -0.8320
3 C -0.2233 2.8221 0.2351
4 O -1.5440 2.8313 -0.1201
5 C 0.1932 0.0440 -1.0092
6 N -0.5741 -0.7861 -1.9940
7 C -2.0071 -0.5471 -1.9007
8 O -2.6737 -1.2373 -2.6492
9 H -1.0509 1.6786 -1.5459
10 H 0.4515 1.2780 -2.6566
11 H 1.2347 3.2352 -1.2410
12 H -0.2104 3.6671 0.8393
13 H 0.0484 1.9428 1.0762
14 H -0.3052 -0.0288 -0.0552
15 H 1.1556 -0.4441 -0.9838
16 H -0.1134 -1.5360 -2.2704
17 H -2.2473 -0.0037 -1.0086
18 H 2.5232 -0.7270 -2.8607
19 H 2.8145 0.5072 -2.4949
20 O 3.0736 -0.3175 -2.3242
21 H 2.4831 -1.9856 1.4320
22 H 3.1897 -1.4738 0.2049
23 O 3.2503 -2.2069 0.8861
24 H -0.3623 -3.4756 0.3865
25 H -1.6572 -2.7602 0.1585
26 O -1.3781 -3.7662 0.4727
27 H 2.2964 -1.5441 3.5850
28 H 1.2515 -0.7563 2.9954
29 O 1.5710 -1.6275 2.9244
30 H 1.9712 1.7362 -0.0270
31 H 3.3253 1.6909 0.8538
32 O 2.7024 1.1513 0.3633
33 H -2.1286 2.0666 0.1748
34 H -3.4974 1.2687 1.4606
35 O -2.8416 0.9808 0.8394
36 H -0.8184 0.1823 2.6746
37 H 0.2982 0.4313 1.8465
38 O 0.0520 0.5575 2.8509
39 H -2.2322 -1.6068 2.0618
40 H -2.1532 -0.0591 1.3429
41 O -1.6637 -1.0254 1.6822

Frontier orbital gap = 8.954 eV
Strongest force on any atom = 8.45 eV Å⁻¹
Charge = -1

Results of the Mulliken charge analysis, in e, for atoms 1 through 8: -1.117, -0.328, -0.129, -0.684, 0.454, -0.081, 0.018, -0.617


[6]
Here is the ion H3NO3P with charge -1 at a distorted geometry from OMol25. Energies are from the ωB97M-V functional and the def2-TZVPD basis.

CARTESIAN COORDINATES (ANGSTROEM)
1 N -0.7852 0.1217 -0.9981
2 P 0.0978 0.1194 0.5425
3 O 0.5266 1.5454 0.8131
4 O -0.6681 -0.7519 1.5308
5 O 1.4284 -0.6672 -0.0053
6 H -0.9274 -0.8301 -0.7241
7 H -1.7440 0.4993 -0.8359
8 H 2.0719 -0.0366 -0.3231

SMILES = N[P@@](=O)([O-])O
Frontier orbital gap = 9.126 eV
Strongest force on any atom = 2.46 eV Å⁻¹
Charge = -1

Charge distribution, Mulliken scheme, values in e: -0.681, 0.895, -0.767, -0.721, -0.531, 0.270, 0.239, 0.296


[7]
Here is a cluster of 2 separate species, C3H2N4 in total at a distorted geometry from OMol25. Energies are from the ωB97M-V functional and the def2-TZVPD basis.

CARTESIAN COORDINATES (ANGSTROEM)
1 N -1.4481 0.4181 -2.1383
2 C -0.4345 0.1313 -1.6577
3 C 0.7940 -0.2227 -1.0094
4 C 0.9732 0.1754 0.2421
5 N 1.0420 0.4533 1.4236
6 H 1.5484 -0.8118 -1.5271
7 H 1.4932 1.3351 1.6623
8 N -1.9708 -0.4470 2.0165
9 N -1.9850 -0.9819 1.0531

SMILES = N#CC=C=N.N#N
Frontier orbital gap = 10.433 eV
Strongest force on any atom = 1.91 eV Å⁻¹

Results of the Mulliken charge analysis, in e, for atoms 1 through 8: -0.391, 0.285, -0.563, 0.443, -0.418, 0.343, 0.303, -0.043


ΔE to the lowest compared entry with this formula, charge and spin (computed, eV): 4.725 0.446 6.174 3.505 6.617 0.244 0.019